A structure of composition C49H59GeI2NO4SeSn. Source: the Open Molecules 2025 dataset; level of theory: ωB97M-V with the def2-TZVPD basis set.

Geometry as XYZ:
```
118
Properties=species:S:1:pos:R:3:forces:R:3
Sn -0.430 0.119 -0.012 0.17 -0.19 -0.01
C 2.898 6.759 -1.751 -0.01 0.02 0.00
C 3.528 5.443 -1.273 0.01 0.00 -0.02
C 4.743 5.120 -2.156 -0.01 0.00 -0.01
C 4.030 5.654 0.156 0.01 0.01 0.03
C 2.506 4.307 -1.371 0.06 0.01 0.07
C 2.155 3.536 -0.263 0.03 0.08 -0.05
C 1.237 2.501 -0.386 -0.08 -0.19 -0.17
N 0.793 1.685 0.632 0.01 0.29 0.16
C 1.432 1.609 1.873 -0.03 -0.05 -0.06
C 2.805 1.379 1.966 0.03 0.01 0.07
C 3.424 1.250 3.195 -0.01 -0.01 -0.04
C 2.635 1.373 4.340 -0.04 0.03 0.07
C 1.260 1.577 4.301 0.07 -0.02 -0.02
C 0.658 1.666 3.036 -0.06 -0.04 -0.03
O -0.692 1.879 2.926 0.00 -0.02 -0.13
C 0.431 1.710 5.582 0.00 -0.02 0.02
C 1.300 1.663 6.844 0.02 -0.01 -0.02
C -0.580 0.560 5.679 -0.02 -0.03 0.01
C -0.308 3.056 5.590 -0.01 0.05 0.02
C 4.915 0.944 3.334 -0.01 -0.03 -0.02
C 5.097 -0.374 4.100 0.00 -0.01 0.01
C 5.597 0.791 1.974 0.03 0.03 -0.02
C 5.604 2.081 4.099 0.02 0.00 0.02
C 0.642 2.234 -1.647 0.13 -0.01 0.13
O -0.250 1.232 -1.712 -0.14 -0.05 0.04
C 0.992 2.985 -2.767 0.01 0.00 0.00
C 1.927 4.015 -2.599 -0.06 0.01 -0.02
C 0.368 2.651 -4.124 0.01 0.03 -0.01
C -1.151 2.874 -4.075 0.02 0.02 0.01
C 0.664 1.187 -4.479 0.05 -0.06 -0.06
C 0.926 3.529 -5.248 0.03 0.01 0.01
H 3.619 7.580 -1.674 0.00 -0.01 0.00
H 2.571 6.689 -2.789 0.00 0.00 0.00
H 2.025 7.007 -1.144 0.00 -0.01 0.01
H 5.487 5.922 -2.099 -0.01 0.00 0.00
H 5.212 4.189 -1.832 0.00 0.00 0.01
H 4.450 4.998 -3.200 0.00 0.00 0.00
H 4.746 6.481 0.172 0.00 -0.01 0.00
H 3.214 5.899 0.838 -0.01 0.00 -0.02
H 4.534 4.765 0.541 0.00 0.00 -0.01
H 2.586 3.723 0.711 -0.01 0.01 -0.01
H 3.351 1.281 1.038 0.00 -0.01 0.01
H 3.120 1.280 5.301 0.01 0.01 0.04
H 1.807 0.702 6.956 0.00 -0.01 -0.02
H 2.053 2.454 6.851 0.00 0.01 -0.01
H 0.658 1.802 7.719 0.00 0.00 -0.01
H -0.066 -0.403 5.653 0.01 0.00 0.00
H -1.132 0.629 6.622 0.00 0.01 0.00
H -1.293 0.578 4.858 0.03 0.00 0.06
H 0.408 3.882 5.573 0.01 0.00 0.00
H -0.965 3.152 4.728 0.02 0.00 0.04
H -0.906 3.143 6.503 -0.01 0.01 0.00
H 4.621 -1.198 3.566 -0.01 0.01 0.00
H 6.161 -0.605 4.206 0.00 0.01 0.00
H 4.661 -0.322 5.099 0.00 0.01 -0.01
H 5.153 -0.017 1.391 0.00 -0.01 0.01
H 5.540 1.711 1.387 -0.02 0.00 0.01
H 6.653 0.554 2.123 0.00 0.00 0.00
H 5.179 2.205 5.097 0.00 0.00 -0.01
H 6.673 1.872 4.207 0.00 0.00 0.00
H 5.490 3.029 3.567 0.00 0.00 -0.01
H 2.212 4.605 -3.459 0.00 0.00 -0.03
H -1.607 2.266 -3.298 -0.01 -0.03 0.02
H -1.373 3.925 -3.869 0.00 0.00 0.00
H -1.600 2.612 -5.040 0.01 -0.01 0.01
H 0.250 0.504 -3.739 0.01 0.04 -0.09
H 0.241 0.950 -5.460 -0.02 -0.02 0.00
H 1.744 1.021 -4.529 0.00 0.01 0.00
H 0.703 4.586 -5.086 0.00 0.00 0.01
H 2.008 3.418 -5.348 0.00 -0.01 0.00
H 0.471 3.231 -6.196 -0.01 0.00 0.01
Se -1.728 0.517 2.205 -0.03 0.03 0.16
I 1.286 -1.992 0.208 -0.52 0.35 -0.14
I 3.527 -4.752 0.386 0.10 -0.15 0.00
O -1.505 -1.637 -2.208 -0.16 0.11 0.00
C -2.455 -0.998 -1.768 0.14 -0.41 0.03
O -2.388 -0.214 -0.739 0.07 0.02 0.00
C -3.817 -1.091 -2.433 0.05 0.19 -0.21
C -4.033 -2.425 -3.140 0.00 -0.11 0.00
Ge -3.812 -4.014 -1.994 0.03 -0.04 -0.02
C -5.530 -4.992 -1.958 -0.06 0.11 -0.02
C -6.728 -4.334 -2.237 0.00 0.01 -0.03
C -7.955 -4.976 -2.121 -0.03 -0.02 0.00
C -8.008 -6.303 -1.724 0.00 0.00 0.00
C -6.828 -6.976 -1.436 0.01 0.00 0.00
C -5.608 -6.323 -1.548 0.06 -0.06 0.06
C -2.430 -5.216 -2.666 0.07 0.09 0.02
C -2.725 -6.374 -3.385 -0.08 -0.06 -0.02
C -1.711 -7.210 -3.836 0.01 0.01 0.00
C -0.385 -6.901 -3.568 0.03 -0.02 -0.01
C -0.072 -5.743 -2.870 0.00 -0.01 0.04
C -1.088 -4.902 -2.437 0.07 0.03 -0.01
C -3.484 -3.486 -0.145 -0.06 -0.10 0.08
C -2.361 -3.887 0.573 0.11 0.05 0.03
C -2.162 -3.463 1.882 0.05 0.00 -0.04
C -3.092 -2.639 2.496 -0.04 0.02 0.03
C -4.233 -2.251 1.803 0.06 0.01 0.01
C -4.422 -2.676 0.498 -0.05 0.00 -0.02
H -3.811 -0.274 -3.166 -0.10 -0.02 -0.01
H -4.605 -0.854 -1.721 0.06 -0.03 0.13
H -3.299 -2.531 -3.939 0.02 -0.02 -0.01
H -5.025 -2.479 -3.595 0.03 0.13 -0.06
H -6.715 -3.295 -2.548 0.01 -0.01 0.01
H -8.869 -4.437 -2.340 0.00 0.00 0.00
H -8.961 -6.809 -1.632 0.00 0.00 0.00
H -6.856 -8.011 -1.116 0.00 0.00 0.00
H -4.701 -6.864 -1.301 0.01 0.02 -0.01
H -3.756 -6.637 -3.598 0.01 0.02 0.02
H -1.960 -8.107 -4.391 0.00 0.00 0.00
H 0.406 -7.562 -3.898 -0.01 0.00 -0.01
H 0.957 -5.494 -2.639 0.00 0.00 -0.01
H -0.818 -3.987 -1.925 -0.01 0.05 0.03
H -1.602 -4.509 0.116 -0.02 -0.01 -0.02
H -1.258 -3.752 2.402 0.00 0.01 0.00
H -2.918 -2.280 3.502 0.00 -0.01 -0.01
H -4.957 -1.596 2.272 0.00 -0.01 0.00
H -5.317 -2.357 -0.027 -0.01 -0.01 -0.03
```
Forces are in eV/Å.

- E_LUMO: 3.73 eV
- HOMO-LUMO gap: 0.2078 Eh
- HOMO energy: -1.9242 eV
- Electronic energy: -205353.55096 eV
- F_max: 0.641 eV/A
- Charge: -2
- ΔE to the lowest compared entry with this formula, charge and spin: 16.5 kcal per mole

Löwdin population analysis, charges in e, atoms 1 to 99: number 1, Sn, carries 0.685; number 2, C, carries -0.061; number 3, C, carries -0.559; number 4, C, carries -0.056; number 5, C, carries -0.076; number 6, C, carries -0.188; number 7, C, carries 0.026; number 8, C, carries -0.209; number 9, N, carries -0.114; number 10, C, carries -0.249; number 11, C, carries 0.022; number 12, C, carries -0.162; number 13, C, carries 0.008; number 14, C, carries -0.088; number 15, C, carries -0.280; number 16, O, carries -0.539; number 17, C, carries -0.530; number 18, C, carries -0.081; number 19, C, carries -0.049; number 20, C, carries -0.046; number 21, C, carries -0.555; number 22, C, carries -0.044; number 23, C, carries -0.064; number 24, C, carries -0.056; number 25, C, carries -0.266; number 26, O, carries -0.232; number 27, C, carries -0.099; number 28, C, carries -0.014; number 29, C, carries -0.533; number 30, C, carries -0.044; number 31, C, carries -0.038; number 32, C, carries -0.084; number 33, H, carries 0.074; number 34, H, carries 0.071; number 35, H, carries 0.087; number 36, H, carries 0.075; number 37, H, carries 0.088; number 38, H, carries 0.073; number 39, H, carries 0.076; number 40, H, carries 0.086; number 41, H, carries 0.078; number 42, H, carries 0.098; number 43, H, carries 0.116; number 44, H, carries 0.087; number 45, H, carries 0.083; number 46, H, carries 0.081; number 47, H, carries 0.077; number 48, H, carries 0.094; number 49, H, carries 0.079; number 50, H, carries 0.019; number 51, H, carries 0.087; number 52, H, carries 0.075; number 53, H, carries 0.077; number 54, H, carries 0.098; number 55, H, carries 0.079; number 56, H, carries 0.072; number 57, H, carries 0.095; number 58, H, carries 0.080; number 59, H, carries 0.081; number 60, H, carries 0.072; number 61, H, carries 0.077; number 62, H, carries 0.082; number 63, H, carries 0.084; number 64, H, carries 0.074; number 65, H, carries 0.083; number 66, H, carries 0.077; number 67, H, carries 0.075; number 68, H, carries 0.078; number 69, H, carries 0.091; number 70, H, carries 0.077; number 71, H, carries 0.081; number 72, H, carries 0.076; number 73, Se, carries 0.769; number 74, I, carries 0.216; number 75, I, carries -0.765; number 76, O, carries -0.006; number 77, C, carries -0.671; number 78, O, carries -0.204; number 79, C, carries -0.168; number 80, C, carries -0.247; number 81, Ge, carries 1.040; number 82, C, carries -0.255; number 83, C, carries -0.116; number 84, C, carries -0.105; number 85, C, carries -0.113; number 86, C, carries -0.099; number 87, C, carries -0.114; number 88, C, carries -0.258; number 89, C, carries -0.129; number 90, C, carries -0.110; number 91, C, carries -0.098; number 92, C, carries -0.060; number 93, C, carries -0.097; number 94, C, carries -0.258; number 95, C, carries -0.095; number 96, C, carries -0.088; number 97, C, carries -0.134; number 98, C, carries -0.101; number 99, C, carries -0.118